(1)
Here is a structure of composition C29H30AuGeN6P from the Open Molecules 2025 dataset. Energies are from the ωB97M-V functional and the def2-TZVPD basis.

Element x y z (Å)
1 Au 0.0363 0.0963 0.3202
2 C 3.0246 0.0000 -4.3672
3 N 2.7788 -0.0005 -2.9495
4 C 3.7249 -0.0182 -1.9790
5 C 3.0663 -0.0077 -0.7788
6 N 1.7422 0.0178 -1.0302
7 C 1.5724 0.0189 -2.3479
8 P -0.0125 0.0189 -3.2708
9 C -0.8188 -1.3362 -2.3402
10 N -0.8882 -1.4923 -1.0212
11 C -1.5275 -2.6530 -0.7808
12 C -1.8584 -3.2221 -1.9829
13 N -1.4065 -2.3923 -2.9496
14 C -1.5243 -2.6130 -4.3666
15 C -0.7520 1.4597 -2.4216
16 N -0.7647 1.7169 -1.1176
17 C -1.3860 2.9022 -0.9527
18 C -1.7618 3.3774 -2.1824
19 N -1.3515 2.4679 -3.0962
20 C -1.5268 2.5536 -4.5238
21 H 4.0991 0.0010 -4.5438
22 H 2.5923 -0.8887 -4.8295
23 H 2.5885 0.8868 -4.8300
24 H 4.7761 -0.0402 -2.1782
25 H 3.4517 -0.0284 0.2197
26 H -1.7015 -3.0129 0.2132
27 H -2.3630 -4.1461 -2.1824
28 H -2.0596 -3.5470 -4.5347
29 H -2.0755 -1.7987 -4.8402
30 H -0.5357 -2.6847 -4.8238
31 H -1.5217 3.3408 0.0151
32 H -2.2810 4.2797 -2.4307
33 H -2.0911 3.4528 -4.7617
34 H -0.5630 2.5995 -5.0341
35 H -2.0747 1.6875 -4.8980
36 C -0.5522 -1.9184 3.4124
37 Ge -0.0244 -0.0894 2.8013
38 C -1.4242 1.2359 3.5371
39 C -1.5424 1.5507 4.8727
40 C -2.4320 2.5598 5.2430
41 C -3.2096 3.1791 4.2835
42 C -3.1226 2.8142 2.9538
43 C -2.2268 1.8212 2.5748
44 C 1.8172 0.5255 3.3975
45 C 2.5257 -0.3546 4.1983
46 C 3.8471 -0.0863 4.5549
47 C 4.4320 1.1110 4.1988
48 C 3.7402 2.0376 3.3960
49 C 4.3397 3.2486 2.9908
50 C 3.6690 4.1352 2.1707
51 C 2.3941 3.8176 1.7005
52 C 1.7718 2.6500 2.1010
53 C 2.4119 1.7325 2.9594
54 H -0.5611 -1.9703 4.4987
55 H 0.1352 -2.6634 3.0172
56 H -1.5573 -2.1405 3.0601
57 H -0.9822 1.0458 5.6465
58 H -2.5224 2.8363 6.2838
59 H -3.9396 3.9253 4.5796
60 H -3.7528 3.2730 2.2034
61 H -2.1676 1.5174 1.5349
62 H 2.0724 -1.2767 4.5325
63 H 4.4023 -0.8159 5.1231
64 H 5.4274 1.3601 4.5390
65 H 5.3444 3.4662 3.3245
66 H 4.1325 5.0686 1.8898
67 H 1.8881 4.5008 1.0367
68 H 0.7579 2.4346 1.7679

Values from the calculation:
Lowest unoccupied orbital energy (alpha / beta) ... -11.787 / -12.111 eV
Spin multiplicity ... 2
Total charge ... +3
HOMO-LUMO gap (alpha / beta) ... 0.176 / 0.164 Ha

=====

(2)
Here is a structure of composition C29H30BrCaNO10PTe from the Open Molecules 2025 dataset. Energies are from the ωB97M-V functional and the def2-TZVPD basis.

Element x y z (Å)
1 Ca -0.8242 -1.6082 0.1198
2 O -2.9835 -4.2018 -2.1420
3 C -2.0484 -3.5701 -1.6800
4 O -1.8685 -3.2713 -0.4335
5 C -0.8881 -3.1327 -2.6356
6 C 0.5072 -3.2764 -1.9575
7 C 1.5964 -3.3321 -3.0279
8 C 1.5873 -1.8589 -3.5396
9 C 0.5621 -1.2121 -2.6026
10 O 0.7445 -1.9681 -1.3825
11 C -0.8786 -1.5930 -3.0101
12 C -1.9289 -0.7588 -2.2092
13 O -3.0780 -0.7033 -2.6150
14 O -1.4644 -0.1455 -1.1600
15 H -0.9668 -3.7532 -3.5232
16 H 0.5571 -4.0390 -1.1881
17 H 2.5545 -3.5889 -2.5779
18 H 1.3686 -4.0609 -3.8050
19 H 2.5591 -1.3814 -3.4274
20 H 1.2839 -1.7779 -4.5837
21 H 0.7030 -0.1544 -2.4225
22 H -1.0937 -1.4274 -4.0621
23 C -2.0868 -3.8616 2.9817
24 O -3.1991 -3.0227 2.6715
25 P -2.9702 -1.6400 1.8570
26 O -3.0975 -0.6187 3.1197
27 C -2.9265 0.7694 2.8284
28 O -4.4612 -1.4463 1.2762
29 C -4.8142 -2.0118 -0.0062
30 H -2.4693 -4.8738 3.0860
31 H -1.6301 -3.5510 3.9241
32 H -1.3345 -3.8432 2.1941
33 H -2.8728 1.2930 3.7797
34 H -3.7713 1.1492 2.2507
35 H -2.0036 0.9404 2.2703
36 H -5.9011 -2.0504 -0.0302
37 H -4.4075 -3.0155 -0.1247
38 H -4.4468 -1.3815 -0.8149
39 Te -0.1944 2.2218 -0.1251
40 C 0.6050 4.1246 0.4162
41 C 1.7656 4.2451 1.1776
42 C 2.3033 5.4972 1.4600
43 C 1.6813 6.6449 0.9866
44 C 0.5118 6.5378 0.2421
45 C -0.0249 5.2855 -0.0360
46 C 0.8458 2.3250 -1.9643
47 C 2.2375 2.3266 -1.9848
48 C 2.9209 2.3524 -3.1945
49 C 2.2182 2.3677 -4.3945
50 C 0.8304 2.3693 -4.3788
51 C 0.1449 2.3470 -3.1680
52 H 2.2601 3.3544 1.5488
53 H 3.2101 5.5754 2.0484
54 H 2.1066 7.6193 1.1944
55 H 0.0169 7.4298 -0.1232
56 H -0.9344 5.2032 -0.6180
57 H 2.7886 2.3118 -1.0522
58 H 4.0044 2.3536 -3.1995
59 H 2.7520 2.3811 -5.3364
60 H 0.2757 2.3907 -5.3091
61 H -0.9383 2.3394 -3.1555
62 Br 3.1573 1.9589 5.4883
63 C 2.6210 0.2367 4.9045
64 C 2.9621 -0.8763 5.6560
65 N 2.6360 -2.1148 5.2851
66 C 1.9473 -2.2613 4.1494
67 C 1.5470 -1.1960 3.3575
68 C 1.8924 0.0886 3.7433
69 C 0.7065 -1.4035 2.1224
70 O 0.0380 -0.4018 1.7207
71 O 0.7035 -2.5426 1.5733
72 H 3.5128 -0.7693 6.5833
73 H 1.6964 -3.2719 3.8495
74 H 1.5847 0.9296 3.1346

Values from the calculation:
Lowest unoccupied orbital energy ... 2.130 eV
Energy above the lowest of the compared OMol25 structures with the same formula, charge and spin ... 33.4 kcal/mol
Total charge ... -1
HOMO-LUMO gap ... 0.281 Ha

=====

(3)
Here is a structure of composition C29H30F5GaO5 from the Open Molecules 2025 dataset. Energies are from the ωB97M-V functional and the def2-TZVPD basis.

Element x y z (Å)
1 C -2.3666 3.0039 0.2503
2 C -1.4352 2.4312 1.3702
3 C -1.7359 2.6087 -1.0921
4 C -0.2397 2.5010 -0.7755
5 H -1.9640 3.3574 -1.8581
6 H -2.1296 1.6240 -1.3895
7 C -0.2237 1.8020 0.6547
8 H -1.9949 1.7053 1.9690
9 H -1.0840 3.2374 2.0288
10 C -0.3257 0.2687 0.6341
11 H 0.7329 2.0695 1.1426
12 H 0.1406 3.5180 -0.5733
13 C 0.5959 1.9445 -1.8409
14 C -3.7800 2.4700 0.2613
15 C -2.5900 4.5340 0.2921
16 O -2.0755 5.2473 -0.5487
17 O -4.1770 1.5343 0.9397
18 O -4.5712 3.1464 -0.5845
19 O -3.4445 5.0746 1.1921
20 C -3.8522 4.4677 2.4456
21 H -3.1889 3.6636 2.7966
22 H -4.8823 4.1047 2.3364
23 H -3.8423 5.3039 3.1536
24 C -5.9021 2.6405 -0.6631
25 H -5.9047 1.6399 -1.1093
26 H -6.4341 3.3460 -1.2965
27 H -6.3544 2.5948 0.3330
28 O 0.7986 -0.2516 -0.0461
29 H -1.2599 -0.0801 0.1463
30 H -0.3749 -0.1000 1.6819
31 C 1.9755 2.4096 -1.9669
32 C 0.0114 1.0299 -2.8225
33 H -0.8153 1.5005 -3.3846
34 H -0.4011 0.1269 -2.3380
35 H 0.7669 0.7013 -3.5490
36 H 2.6356 1.5864 -2.2541
37 H 2.3538 2.8356 -1.0283
38 H 2.0705 3.1767 -2.7546
39 Ga 1.8199 -1.7597 0.2955
40 C 3.4735 -2.4531 2.2153
41 C 3.0513 -1.0803 1.9108
42 C 1.9658 -0.7841 2.8542
43 H 3.6855 -0.3239 1.4462
44 C 1.6728 -1.9586 3.5601
45 C 2.5826 -2.9813 3.1604
46 H 2.6296 -3.9746 3.6030
47 H 4.3855 -2.9036 1.8338
48 H 1.5705 0.2171 3.0345
49 H 0.9278 -2.0614 4.3493
50 C -0.1546 -4.0337 -0.5708
51 C 0.1333 -4.7098 0.6498
52 C -0.6609 -4.1244 1.6741
53 H 0.8062 -5.5517 0.7624
54 C -1.4728 -3.1143 1.0812
55 C -1.1637 -3.0603 -0.3091
56 H -1.6381 -2.4143 -1.0481
57 H 0.2687 -4.2631 -1.5458
58 H -0.6655 -4.4139 2.7210
59 H -2.2259 -2.5081 1.5865
60 F 3.3248 -4.7000 0.0345
61 C 3.5736 -3.8649 -1.0159
62 C 2.9924 -2.5988 -1.0511
63 C 3.3312 -1.8167 -2.1481
64 F 2.9192 -0.5074 -2.1526
65 C 4.1214 -2.2489 -3.2110
66 F 4.3546 -1.4613 -4.2812
67 C 4.6900 -3.5171 -3.1332
68 F 5.4949 -3.9640 -4.1131
69 C 4.4331 -4.3202 -2.0231
70 F 5.0415 -5.5182 -1.9222

Values from the calculation:
Lowest unoccupied orbital energy (alpha / beta) ... 3.822 / 3.822 eV
Total charge ... -2
HOMO-LUMO gap (alpha / beta) ... 0.151 / 0.076 Ha

=====

| no. | calculated total energy (hartree) | strongest force on any atom (eV/A) |
| --- | --- | --- |
| 1 | -4004.5547 | 3.208 |
| 2 | -5791.5346 | 2.426 |
| 3 | -3923.1968 | 2.252 |